ORCA calculation (ωB97M-V with the def2-TZVPD basis set) on C28H35N5P2SeSn as an isolated structure.

Results
HOMO level (alpha / beta) (eV): -13.41 / -13.24
Max |F| (Eh/bohr): 0.0751
Relative energy (zero: lowest compared OMol25 entry of this formula, charge and spin) (kcal/mol): 0.0
DFT total energy (Eh): -4659.3245
Total charge: +2

Each line ends with the Mulliken charge.
CARTESIAN COORDINATES (ANGSTROEM)
1 C 3.039 2.111 -2.478  -0.38
2 H 2.235 -3.272 -2.787  0.46
3 C 3.741 -1.348 -0.571  -0.59
4 H -5.821 -3.587 -2.052  0.45
5 H -4.955 -3.702 0.516  0.46
6 H 0.945 2.068 1.404  0.51
7 H 4.110 -0.479 -4.177  0.51
8 H 1.006 2.569 -8.790  0.28
9 H 1.389 -1.742 -4.074  1.12
10 C 4.028 2.722 -3.214  -0.86
11 H 1.876 0.608 0.914  0.43
12 H 0.761 -1.157 -7.957  0.47
13 C 1.555 1.625 0.600  -1.19
14 H -0.298 -2.744 -2.666  0.56
15 C 3.764 -3.563 -1.146  -0.70
16 H 4.301 3.767 -3.136  0.48
17 C 4.332 -2.567 -0.279  -0.63
18 C 2.845 -2.916 -1.968  -0.36
19 C -4.030 -2.302 -2.341  -0.29
20 H -2.759 -2.100 0.670  -0.45
21 C 0.865 1.893 -6.700  -0.26
22 C 0.203 -0.219 -7.820  -1.12
23 C -4.941 -3.099 -1.658  -0.64
24 H 0.357 0.350 -8.753  0.33
25 H 4.005 -4.615 -1.160  0.46
26 H -3.398 2.078 -5.234  0.64
27 N -0.716 0.426 1.005  -0.47
28 H 3.900 -0.352 -0.168  0.49
29 H 1.298 -0.040 -5.896  0.69
30 H -1.477 3.225 -8.853  0.47
31 C 4.614 1.718 -4.055  -0.77
32 H 2.374 2.282 0.265  0.41
33 H -2.486 1.818 -1.011  0.77
34 H 5.435 1.865 -4.740  0.49
35 C -1.300 -0.589 -7.723  -1.11
36 H -1.607 -0.878 -8.748  0.33
37 C -2.939 1.759 -4.293  -0.51
38 N -2.261 0.359 -2.629  0.24
39 C -3.353 -2.381 -0.191  0.29
40 P -1.487 -0.952 -1.671  0.10
41 C -1.052 2.311 -8.417  -1.01
42 H -2.373 -0.397 -4.638  0.29
43 C -2.823 2.521 -3.110  -1.06
44 H 0.393 3.741 -7.615  0.38
45 N 2.797 -1.562 -1.604  0.56
46 C -2.493 0.460 -3.988  -0.02
47 C -2.430 1.657 -2.088  -0.61
48 C -0.939 -0.344 1.900  0.15
49 C -4.498 -3.161 -0.295  -0.49
50 P 1.711 -0.311 -2.173  0.04
51 H -2.829 2.495 -7.108  0.47
52 C -0.572 -1.754 -3.062  -1.26
53 C 0.795 0.559 -6.660  -0.09
54 Sn 0.042 1.581 -1.146  0.91
55 H 0.496 -0.248 -4.232  -0.90
56 C 0.366 2.679 -7.895  -1.05
57 C -2.166 0.484 -7.143  -0.44
58 H -3.018 3.587 -2.995  0.52
59 H -1.179 -1.949 -3.957  0.53
60 N 2.930 0.770 -2.873  0.87
61 C 3.943 0.525 -3.809  -0.38
62 H -2.931 0.109 -6.466  1.39
63 Se -1.431 -1.633 3.020  0.05
64 H 5.100 -2.726 0.469  0.46
65 N -3.014 -1.897 -1.466  0.41
66 C -2.070 1.779 -7.442  -0.65
67 H -1.450 -1.479 -7.089  0.32
68 H -4.032 -1.995 -3.374  0.38
69 H 1.352 2.495 -5.925  0.46
70 H 2.436 2.511 -1.672  0.28
71 H -0.945 1.607 -9.260  0.45
72 C 0.736 -1.049 -3.514  -0.07



ORCA calculation (ωB97M-V with the def2-TZVPD basis set) on C20H31MnN3O13 as an isolated structure.

Results
Multiplicity: 6
HOMO level (alpha / beta) (eV): -0.24 / -0.25
Max |F| (Eh/bohr): 0.1296
Relative energy (zero: lowest compared OMol25 entry of this formula, charge and spin) (kcal/mol): 0.0
DFT total energy (Eh): -3074.1210
Total charge: -2
⟨S²⟩: 8.754

Each line ends with the Mulliken spin population.
CARTESIAN COORDINATES (ANGSTROEM)
1 H -17.128 8.148 -13.601  0.00
2 C -7.667 11.451 -9.009  0.00
3 H -16.816 9.511 -12.621  0.00
4 N -9.809 9.872 -15.557  0.00
5 H -10.723 8.099 -16.096  0.00
6 C -10.961 9.166 -16.072  0.00
7 H -11.263 9.613 -17.019  0.00
8 C -14.043 10.873 -8.987  0.02
9 C -7.064 12.705 -9.611  0.00
10 H -11.936 4.450 -11.540  0.00
11 O -15.280 11.360 -9.031  0.00
12 O -6.079 13.243 -9.034  0.00
13 H -11.547 11.238 -8.554  0.00
14 H -16.131 10.224 -10.560  0.00
15 H -15.699 10.369 -16.084  0.00
16 H -13.733 7.620 -11.294  0.00
17 Mn -12.315 10.788 -11.968  4.64
18 H -7.277 14.228 -11.136  0.00
19 O -10.834 11.428 -10.746  0.05
20 H -11.703 12.626 -6.496  0.00
21 H -10.376 11.426 -6.504  0.00
22 O -12.809 14.379 -13.005  0.01
23 H -13.996 10.459 -14.929  0.00
24 C -11.454 11.562 -6.534  0.00
25 H -11.533 5.080 -13.158  0.00
26 O -9.277 13.034 -12.441  0.00
27 C -15.962 11.262 -10.259  0.00
28 H -13.865 5.921 -10.943  0.00
29 N -12.026 6.589 -11.793  0.00
30 N -15.557 9.362 -14.267  0.00
31 O -6.997 10.691 -8.278  0.01
32 H -11.912 9.799 -7.662  0.00
33 C -8.893 10.385 -16.559  0.00
34 C -9.707 10.302 -14.257  0.01
35 H -17.227 10.288 -15.058  0.00
36 C -14.308 9.854 -14.065  0.02
37 H -10.147 7.390 -11.417  0.00
38 O -13.515 11.138 -7.807  0.00
39 O -11.604 8.758 -11.314  0.00
40 C -8.936 11.001 -9.474  0.02
41 H -11.800 9.293 -15.387  0.00
42 O -13.474 10.372 -9.916  0.01
43 H -16.748 8.922 -15.953  0.00
44 C -16.297 8.734 -13.201  0.00
45 H -13.930 6.551 -12.652  0.00
46 H -10.438 5.237 -11.762  0.00
47 C -9.614 11.683 -10.489  0.00
48 H -8.584 9.606 -17.260  0.00
49 O -12.228 12.371 -13.608  0.06
50 H -15.429 11.774 -11.072  0.01
51 O -13.597 9.612 -13.115  0.05
52 H -9.501 10.162 -9.079  0.00
53 H -15.705 8.153 -12.505  0.00
54 C -12.123 10.871 -7.697  0.00
55 C -13.460 6.630 -11.669  0.00
56 O -10.553 10.062 -13.442  0.03
57 C -11.482 5.283 -12.084  0.00
58 C -11.221 7.628 -11.462  0.01
59 O -13.607 12.476 -11.943  0.05
60 C -7.678 13.322 -10.704  0.00
61 H -16.925 11.759 -10.141  0.00
62 C -8.824 12.726 -11.346  0.00
63 H -8.735 10.802 -14.142  0.00
64 C -16.324 9.782 -15.420  0.00
65 H -9.418 11.157 -17.137  0.00
66 H -8.053 10.884 -16.082  0.00
67 C -13.100 13.151 -12.959  -0.01
68 H -11.818 11.235 -5.546  0.00



ORCA calculation (ωB97M-V with the def2-TZVPD basis set) on C44H39BiBrN10O4S as an isolated structure.

Results
HOMO level (alpha / beta) (eV): -9.77 / -9.80
Max |F| (Eh/bohr): 0.0495
Relative energy (zero: lowest compared OMol25 entry of this formula, charge and spin) (kcal/mol): 32.0
DFT total energy (Eh): -5735.1514
Total charge: +1

Each line ends with the Mulliken charge.
CARTESIAN COORDINATES (ANGSTROEM)
1 C 0.488 -3.219 -1.829  0.36
2 C -1.124 -0.244 -6.457  -0.46
3 H -2.392 -7.961 3.113  0.42
4 C -0.758 -0.036 3.798  -0.34
5 H 2.485 -1.105 -2.496  0.55
6 C 1.841 -2.499 1.400  -0.20
7 C 0.105 -5.825 -0.949  -0.67
8 C -2.370 -2.244 -5.015  -0.81
9 C -1.582 -1.376 -7.120  -0.52
10 H 2.451 -4.420 2.134  0.52
11 C 0.624 0.909 5.476  -0.14
12 C -1.027 3.246 -3.466  -0.67
13 H -0.875 0.758 -4.585  0.39
14 H -4.621 -7.815 2.056  0.40
15 H -2.920 1.693 -0.597  0.39
16 H 1.128 -2.297 2.186  0.20
17 H -5.531 -5.630 1.405  0.40
18 C -2.784 -7.006 2.806  -0.63
19 H -1.088 -4.968 0.609  0.28
20 C 2.884 1.345 -0.307  -1.19
21 O -2.696 -1.495 -2.134  -0.61
22 C 1.037 -4.275 -2.528  -1.07
23 H 3.260 0.634 0.434  0.57
24 C -2.400 3.411 -3.434  -0.66
25 C 2.592 3.644 0.661  -0.57
26 C -2.401 2.158 -1.421  -0.23
27 C -2.797 -1.790 1.064  0.65
28 H 0.602 -2.201 -2.160  0.09
29 C -1.849 -1.138 -4.354  0.00
30 H 2.250 0.092 2.647  0.21
31 C 2.078 2.364 0.454  -0.18
32 N -3.987 -2.124 1.486  -0.84
33 C -0.631 0.477 5.079  -0.83
34 C 1.446 0.239 3.353  -0.09
35 C -1.829 -1.044 -2.850  0.14
36 H 4.301 -2.956 -1.431  0.55
37 N 0.914 1.995 0.972  0.73
38 C -0.307 -3.464 -0.710  -0.04
39 C -3.802 -4.530 2.041  0.88
40 H 3.963 -0.449 -1.788  0.55
41 H -4.174 2.996 -2.275  0.51
42 C 1.846 4.556 1.390  -0.75
43 H -2.598 -3.236 -6.901  0.42
44 H 1.296 -6.401 -2.632  0.43
45 C 3.610 -2.848 -0.612  -1.38
46 C 0.624 4.159 1.917  -1.10
47 C -2.043 -5.853 3.012  -0.45
48 C 2.579 -3.667 1.375  -1.01
49 C 1.121 2.595 -2.401  -0.90
50 C 0.205 2.861 1.676  -0.41
51 H 1.420 3.067 -1.467  0.03
52 C 2.814 -1.708 -0.511  0.76
53 C -3.105 2.882 -2.364  -1.03
54 H -1.072 -5.909 3.481  0.44
55 O -0.740 -0.467 -2.459  -0.04
56 H 3.542 3.925 0.233  0.53
57 H 3.748 1.855 -0.762  0.21
58 H -1.439 -1.459 -8.187  0.52
59 O -0.341 0.680 -8.385  -0.62
60 C -2.540 -4.621 2.632  -0.22
61 C -0.382 2.563 -2.435  0.33
62 N -0.944 -2.402 -0.098  0.42
63 H -0.731 2.483 2.064  0.41
64 C 1.691 0.795 4.596  -0.82
65 N -1.084 2.000 -1.450  0.49
66 C 1.892 1.280 -2.552  -1.59
67 S -2.521 -0.036 0.994  -0.73
68 C -0.485 -4.782 -0.267  -0.32
69 O -0.155 1.809 -6.567  -0.60
70 H 2.678 1.126 4.876  0.53
71 H -2.883 -3.001 -4.441  0.52
72 C 0.854 -5.579 -2.091  -0.83
73 Br 0.895 1.637 7.211  -0.13
74 N -1.953 -2.699 0.618  -0.40
75 H 2.843 1.513 -3.057  0.78
76 H -0.034 -6.836 -0.595  0.49
77 H -5.442 -3.354 1.739  0.25
78 C -1.244 -0.125 -5.082  0.53
79 H -1.724 -0.349 3.429  0.49
80 N 1.959 -1.546 0.486  0.67
81 H 1.609 -4.083 -3.423  0.54
82 H 4.087 -4.734 0.278  0.45
83 H -1.480 0.525 5.740  0.50
84 H -0.453 3.642 -4.290  0.44
85 N -0.494 0.826 -7.195  1.03
86 Bi -0.295 -0.104 -0.232  3.92
87 H 0.016 4.841 2.490  0.52
88 H 2.215 5.558 1.544  0.45
89 H 1.329 0.605 -3.197  0.52
90 N -4.425 -3.317 1.738  0.04
91 H -2.902 3.953 -4.221  0.44
92 C -4.035 -6.923 2.216  -0.60
93 H 1.437 3.255 -3.213  0.83
94 C 3.487 -3.841 0.341  -0.62
95 H -1.969 -3.728 2.827  0.44
96 C 2.897 -0.655 -1.587  -2.05
97 N 0.252 -0.165 2.953  0.42
98 N 2.165 0.568 -1.307  1.04
99 C -4.548 -5.696 1.847  -0.60
100 C -2.221 -2.364 -6.390  -0.68



ORCA calculation (ωB97M-V with the def2-TZVPD basis set) on one molecule with the formula C18H15ClN2O3.

Results
HOMO level (eV): -8.27
Max |F| (Eh/bohr): 0.0135
Relative energy (zero: lowest compared OMol25 entry of this formula, charge and spin) (kcal/mol): 10.1
DFT total energy (Eh): -1490.4127
Total charge: 0

Each line ends with the Mulliken charge.
CARTESIAN COORDINATES (ANGSTROEM)
1 H 2.304 3.595 -0.736  0.32
2 O -0.858 0.804 4.239  -0.46
3 H 0.392 -0.875 2.921  0.50
4 C 0.637 -0.112 -1.813  -0.83
5 H 3.761 2.580 -0.815  0.34
6 O -1.453 1.646 2.258  -0.56
7 C -2.808 -1.364 1.824  -0.34
8 C 1.963 1.533 -2.629  -0.09
9 C 1.173 0.614 -0.769  0.79
10 C -3.668 -3.419 2.713  -0.39
11 H -0.003 -0.970 -1.741  0.58
12 H -2.338 -4.515 3.982  0.39
13 H -0.507 -2.883 3.777  0.38
14 O 1.694 0.827 1.553  -0.75
15 C -1.600 -1.580 2.480  0.33
16 N 1.983 1.604 -1.271  0.02
17 H 0.315 -0.666 -4.674  0.44
18 Cl 1.393 0.619 -6.974  -0.23
19 C 1.590 0.944 -5.283  0.31
20 C -1.440 -2.716 3.260  -0.35
21 H 2.891 2.601 -5.677  0.42
22 C 0.943 0.154 -4.365  -0.90
23 H 2.623 2.386 0.533  0.37
24 H -2.947 -0.467 1.238  0.39
25 H 3.236 3.147 -3.294  0.43
26 C 2.412 2.016 -4.908  -0.73
27 C 0.967 0.396 0.673  0.28
28 H -4.771 -2.108 1.428  0.39
29 H -4.472 -4.134 2.804  0.38
30 N -0.099 -0.397 0.964  -0.10
31 H -1.175 1.653 4.588  0.37
32 H -0.802 -0.562 0.262  0.30
33 C 2.708 2.600 -0.530  -1.06
34 C 1.128 0.450 -3.011  0.72
35 C -2.471 -3.632 3.375  -0.63
36 C -0.488 -0.571 2.345  -0.07
37 C 2.605 2.321 -3.581  -0.55
38 C -0.981 0.761 2.916  0.38
39 C -3.836 -2.282 1.939  -0.79



ORCA calculation (ωB97M-V with the def2-TZVPD basis set) on an isolated ion of composition CH2F2NO2S and charge -1.

Results
HOMO level (eV): -4.78
Max |F| (Eh/bohr): 0.0772
Relative energy (zero: lowest compared OMol25 entry of this formula, charge and spin) (kcal/mol): 0.0
DFT total energy (Eh): -842.5170
Total charge: -1

Each line ends with the Mulliken charge.
CARTESIAN COORDINATES (ANGSTROEM)
1 O -2.833 0.869 -0.261  -0.63
2 F 1.838 -0.480 -1.078  -0.29
3 O -1.856 -0.515 1.514  -0.56
4 F 1.265 0.058 0.940  -0.32
5 C 0.693 -0.548 -0.227  0.29
6 N -0.409 -0.046 -0.751  -0.40
7 S -2.152 -0.447 0.061  0.55
8 H 0.749 -1.642 0.060  0.11
9 H -0.395 1.030 -0.951  0.26